{
  "formula": "C2H5IOS",
  "method": "ωB97M-V/def2-TZVPD",
  "smiles": "CCOSI",
  "e_above_lowest_kcal_mol": 24.1,
  "spin_multiplicity": 1,
  "e_tot_ha": -850.27765,
  "homo_lumo_gap_ev": 8.0979,
  "symbols": ["C", "C", "O", "S", "I", "H", "H", "H", "H", "H"],
  "positions_angstrom": [[0.25491, 0.04513, 0.52390], [-0.54813, -0.03452, -0.78287], [-1.95754, 0.00509, -0.72497], [-2.84088, 1.40952, -0.52924], [-2.54991, 2.66183, -2.60323], [-0.02162, 0.98176, 0.98702], [0.22263, -0.80600, 1.24051], [1.39442, 0.31802, 0.38852], [-0.38475, -0.92497, -1.41171], [-0.10789, 0.74050, -1.50464]],
  "forces_ev_per_angstrom": [[1.8, 0.6, 0.0], [2.2, 0.4, -1.9], [-1.1, 0.7, 0.3], [1.1, -0.4, -0.4], [0.0, -0.4, 0.5], [-0.6, 0.1, 0.7], [-0.4, 0.6, -0.7], [-2.1, -1.0, -0.4], [0.1, -0.2, 0.8], [-1.0, -0.4, 1.1]]
}